Entry 1:
This record from the Open Molecules 2025 dataset describes a structure of composition C15H23F3NO2PPt. The level of theory is the ωB97M-V functional and the def2-TZVPD basis.

Structure (XYZ):
```
46
Properties=species:S:1:pos:R:3:forces:R:3
C -2.78993 0.09131 -3.84355 -0.26 1.06 -0.25
C -2.42801 -1.05776 -3.14413 -0.58 -0.09 -1.17
C -1.61752 -1.01162 -1.99038 0.50 1.19 1.13
C -1.17236 0.25428 -1.51482 0.94 -2.25 -0.36
C -1.44680 1.37849 -2.30094 0.32 1.09 1.30
C -2.32878 1.32301 -3.38745 -1.42 -0.62 -1.85
C -1.46982 -2.30536 -1.24549 -0.47 -0.30 0.49
C -0.23560 -3.25128 -1.43132 -0.66 -1.30 0.34
N 1.04979 -2.71960 -1.74948 0.26 0.45 0.06
Pt -0.18557 0.72015 0.31132 -1.20 -0.86 0.03
C -0.88569 2.71580 -1.89926 0.78 0.38 -0.27
P 0.54750 2.44190 -0.77362 -0.52 2.09 -2.04
H -2.80112 -2.03208 -3.47719 0.03 0.35 0.04
H -2.62964 2.26696 -3.85564 0.04 -0.48 -0.03
H -3.46921 0.03163 -4.69564 0.26 0.02 0.27
H -1.60514 3.31118 -1.32014 -0.27 -0.19 -0.14
H -0.58412 3.32882 -2.75937 -0.32 -0.13 -0.03
H -1.52115 -2.07148 -0.18018 0.07 -0.13 -0.48
H -2.34790 -2.95123 -1.46602 0.55 0.38 0.00
H -0.11234 -3.80269 -0.47690 -0.23 0.23 -0.61
C 1.16032 3.97346 -0.06376 -0.08 0.46 -0.13
C 1.80260 1.85579 -1.96910 0.25 0.03 0.41
H -0.50412 -3.99176 -2.22510 0.38 0.47 0.34
C 1.31649 -2.16205 -3.04403 0.04 0.56 -0.55
C 2.12341 -2.79550 -0.79156 0.49 0.38 0.50
H 0.79110 0.83978 1.74800 1.05 0.14 0.39
H 1.74962 -2.92254 -3.72331 -0.14 0.10 0.33
H 0.38501 -1.78306 -3.49739 0.43 -0.24 0.19
H 2.05673 -1.34709 -2.94494 -0.36 -0.40 -0.09
H 2.66852 -3.75878 -0.87516 -0.35 0.25 -0.05
H 2.84447 -1.98758 -0.99395 -0.23 -0.38 0.02
H 1.73937 -2.68739 0.23849 -0.01 -0.19 -0.49
H 2.14930 2.69955 -2.58188 0.04 -0.22 0.22
H 2.63787 1.43518 -1.38195 -0.11 0.16 -0.46
H 1.38668 1.08631 -2.63927 0.07 0.25 0.39
H 1.31251 4.73606 -0.83641 0.13 -0.13 0.14
H 0.46136 4.36980 0.68054 0.05 -0.18 -0.13
H 2.10900 3.76450 0.44186 -0.07 0.05 -0.10
H 1.33234 1.01449 1.12820 1.05 -0.36 1.24
F -1.92877 -2.55719 3.98505 0.45 0.26 -1.54
C -1.61745 -2.51947 2.67268 -0.67 -0.88 0.95
F -0.61464 -3.42334 2.45316 -0.78 0.99 -0.01
F -2.71665 -2.96225 1.97464 1.13 0.57 0.40
C -1.23439 -1.07683 2.17491 -0.06 0.30 0.75
O -1.61458 -0.06630 2.76319 0.76 -1.41 -1.31
O -0.50550 -1.11035 1.08130 -1.32 -1.48 2.14
```
Positions in Å, forces in eV/Å.

## Properties
energy	-42178.210	eV
<S²>	6.0273
multiplicity	5
total charge	+2

natural (NBO) population analysis, charges in e, atoms 1 to 2:
1. C -0.253
2. C 0.003

Entry 2:
This record from the Open Molecules 2025 dataset describes a cluster of 5 separate species, C15H23FINO15S in total. The level of theory is the ωB97M-V functional and the def2-TZVPD basis.

Structure (XYZ):
```
57
Properties=species:S:1:pos:R:3:forces:R:3
O -0.94297 -0.94012 2.61708 -0.44 -0.16 -0.59
S -0.36084 0.11084 1.86682 0.36 0.16 1.43
O 0.43323 1.06148 2.56228 0.17 0.06 -0.46
F 0.54865 -0.54849 0.80019 -0.09 0.11 -0.41
N -1.48984 0.82500 0.87251 -0.12 0.02 0.00
O -0.81945 1.98646 0.38469 0.31 0.11 0.07
C -2.68262 1.23929 1.64284 -0.64 -0.05 0.07
C -3.62025 0.08003 1.98681 0.43 0.20 0.74
C -5.07264 0.55078 2.13264 0.36 -0.67 0.04
I -6.26987 -0.18634 0.52094 0.01 0.34 0.08
H -1.49059 2.48204 -0.09812 -0.16 -0.22 -0.24
H -3.24801 1.92618 1.01036 0.26 -0.03 -0.35
H -2.40504 1.81248 2.53109 0.11 -0.01 0.04
H -3.29816 -0.31822 2.94825 -0.04 -0.11 0.01
H -3.49309 -0.73580 1.28288 -0.14 0.06 -0.21
H -5.49252 0.11805 3.03285 -0.20 0.01 -0.02
H -5.14793 1.63054 2.21648 -0.17 0.06 -0.25
C -6.99172 2.14772 -3.88212 0.15 0.09 -0.10
C -7.16902 0.65328 -4.01105 -0.20 -0.09 -0.31
O -7.64278 0.29210 -2.70911 -0.04 0.02 -0.05
C -8.21165 1.38228 -2.14515 0.11 0.02 0.10
O -8.82045 1.36589 -1.12566 -0.17 0.06 -0.04
O -7.96499 2.48951 -2.88458 0.00 -0.09 -0.05
H -7.18430 2.68575 -4.80693 -0.18 0.07 0.09
H -6.00195 2.41268 -3.51054 0.02 -0.07 0.03
H -7.92927 0.37987 -4.74725 -0.07 0.09 0.06
H -6.24876 0.13753 -4.23795 0.09 -0.10 0.16
C 3.57660 -0.74534 2.05595 -0.11 -0.07 0.20
C 4.52681 0.19860 2.75857 -0.09 0.10 0.10
O 5.78681 -0.14708 2.16636 -0.06 0.00 -0.04
C 5.54554 -0.70939 0.95617 -0.03 -0.02 -0.06
O 6.38255 -0.95173 0.14741 0.03 0.04 0.01
O 4.22764 -0.95516 0.79653 0.02 0.04 0.08
H 2.58902 -0.32528 1.91599 0.06 0.06 -0.18
H 3.48832 -1.70453 2.56940 0.06 -0.01 -0.01
H 4.31127 1.24577 2.54188 0.00 -0.01 -0.05
H 4.55696 0.05729 3.83524 0.18 -0.07 -0.02
C -2.49316 -2.29275 -4.32731 0.12 -0.13 -0.05
C -1.83438 -1.91045 -3.01766 0.12 -0.16 0.04
O -2.34465 -0.58998 -2.79744 -0.02 -0.03 -0.04
C -3.50717 -0.46975 -3.47123 -0.01 0.01 0.11
O -4.26324 0.44215 -3.35598 0.18 0.07 0.01
O -3.70296 -1.52556 -4.29146 0.05 0.02 0.02
H -2.71631 -3.35310 -4.40447 -0.18 0.04 0.01
H -1.90888 -1.98517 -5.19577 0.00 0.04 0.02
H -2.14582 -2.54886 -2.18969 -0.05 0.01 -0.01
H -0.74930 -1.89653 -3.06903 0.00 0.19 0.02
C 10.03141 0.39627 1.77780 -0.05 0.08 -0.12
C 9.15781 -0.83916 1.76785 -0.05 0.01 -0.11
O 9.97771 -1.79243 2.46026 0.04 0.12 0.00
C 10.84741 -1.11493 3.24453 0.00 -0.04 0.02
O 11.54680 -1.60997 4.06626 0.02 0.00 0.02
O 10.81069 0.21228 2.96436 -0.04 -0.03 -0.04
H 9.46372 1.32140 1.83297 0.06 0.02 0.16
H 10.70412 0.44071 0.91925 0.01 -0.04 0.01
H 8.23263 -0.69944 2.32406 0.01 0.01 0.03
H 8.91888 -1.18868 0.76890 0.05 -0.15 0.04
```
Positions in Å, forces in eV/Å.

## Properties
energy	-69781.892	eV
SMILES	O=S(=O)(F)N(O)CCCI.O=C1OCCO1.O=C1OCCO1.O=C1OCCO1.O=C1OCCO1

natural (NBO) population analysis, charges in e, atoms 1 to 2:
1. O -0.899
2. S 2.507

Entry 3:
This record from the Open Molecules 2025 dataset describes a cluster of 2 separate species, C15H23FO4S in total. The level of theory is the ωB97M-V functional and the def2-TZVPD basis.

Structure (XYZ):
```
44
Properties=species:S:1:pos:R:3:forces:R:3
C -4.00569 0.94985 -0.17049 -0.09 0.01 -0.03
O -3.09846 1.99513 -0.43859 0.03 0.06 0.13
C -1.86332 1.57811 -0.98768 0.04 0.06 -0.07
C -1.09803 0.65861 -0.06569 0.01 -0.27 -0.17
C -0.99342 -0.67690 -0.20264 -0.03 0.42 -0.05
C -1.65156 -1.45208 -1.32028 -0.06 -0.09 -0.02
C -0.89937 -2.65915 -1.88144 0.04 0.08 0.29
F -1.31660 -2.83320 -3.21023 0.11 0.06 0.12
C -0.26575 -1.44842 0.84659 -0.06 -0.33 0.00
O -0.21031 -2.66549 0.78044 -0.06 0.30 -0.08
C 0.36679 -0.75233 1.99844 0.04 0.21 0.27
C 1.04278 -1.65428 2.99099 -0.13 0.08 -0.17
C 0.30320 0.58520 2.11081 -0.01 -0.18 -0.18
C 0.94046 1.38193 3.21390 -0.10 -0.08 0.21
C 2.47289 1.36627 3.18116 0.07 0.24 -0.15
C 3.03042 2.33594 2.11614 0.16 -0.27 0.10
S 3.98756 1.54370 0.77610 -0.07 0.03 -0.20
C -0.41673 1.36535 1.06388 0.07 0.25 -0.09
O -0.42741 2.58157 1.10175 0.02 -0.31 0.00
H -4.17187 0.32309 -1.05419 0.03 -0.03 -0.01
H -4.95366 1.40985 0.10577 0.07 0.03 -0.01
H -3.67373 0.32242 0.66469 0.02 -0.05 -0.06
H -1.27778 2.48712 -1.11478 -0.08 -0.01 -0.03
H -2.01864 1.13185 -1.97396 -0.01 -0.06 0.06
H -2.64463 -1.76717 -0.98174 0.06 -0.06 -0.02
H -1.82548 -0.78865 -2.16800 0.03 0.00 0.09
H 0.18163 -2.50867 -1.87971 -0.03 0.07 -0.14
H -1.10846 -3.57225 -1.33154 -0.07 -0.02 -0.14
H 1.17622 -1.15499 3.94898 0.08 -0.06 -0.04
H 0.45335 -2.56080 3.12001 0.01 0.03 0.06
H 2.01141 -1.97578 2.60116 0.04 0.02 0.09
H 0.56692 1.02434 4.17928 0.11 -0.09 -0.06
H 0.61096 2.41618 3.12216 -0.07 -0.04 0.05
H 2.85413 0.36427 2.98950 -0.09 -0.07 0.13
H 2.84744 1.66213 4.16306 -0.01 0.00 -0.03
H 3.70114 3.05492 2.58194 -0.12 0.10 -0.02
H 2.21346 2.86553 1.62994 0.04 0.11 0.04
H 4.03382 0.30840 1.27900 0.02 -0.06 0.09
C 1.17055 -0.91985 -5.46815 -0.09 -0.09 0.06
O -0.08191 -0.30521 -5.19610 0.13 0.01 0.06
H 1.62908 -0.39842 -6.30453 -0.05 0.07 0.00
H 1.84143 -0.85782 -4.60642 0.05 0.00 -0.03
H 1.04200 -1.96982 -5.74467 0.05 -0.01 -0.01
H -0.47482 -0.79049 -4.46485 -0.15 -0.07 -0.06
```
Positions in Å, forces in eV/Å.

## Properties
energy	-37669.062	eV
SMILES	COCC1=C(CCF)C(=O)C(C)=C(CCCS)C1=O.CO

natural (NBO) population analysis, charges in e, atoms 1 to 2:
1. C -0.255
2. O -0.520

Entry 4:
This record from the Open Molecules 2025 dataset describes a structure of composition C15H23I2OP2Sc. The level of theory is the ωB97M-V functional and the def2-TZVPD basis.

Structure (XYZ):
```
44
Properties=species:S:1:pos:R:3:forces:R:3
I 0.29199 -0.63526 -6.38985 -0.02 -0.07 0.11
I -0.33570 1.83166 -5.63443 0.01 -0.02 0.19
Sc 0.00252 -0.41423 -1.50850 -0.06 -0.24 1.12
P -2.47946 -0.08037 -1.52353 -1.40 -0.59 -0.13
C -3.40345 1.39661 -1.13123 0.01 0.58 0.11
C -3.03763 -0.63935 -3.16592 0.03 -0.02 -0.27
H -4.11919 -0.81834 -3.16631 0.19 0.11 -0.09
H -4.14972 -1.52523 -0.43725 0.17 0.15 -0.08
H -2.54328 -1.57286 -3.45797 -0.09 -0.04 0.17
H -2.58416 -2.34175 -0.56291 -0.05 0.11 -0.18
H -3.12041 2.18291 -1.83472 -0.16 -0.01 -0.02
H -2.75447 0.08942 -3.93480 -0.26 0.03 0.17
C -3.06590 -1.37529 -0.37443 0.15 -0.19 0.25
H -4.48454 1.23237 -1.17105 0.18 -0.03 -0.02
H -2.77504 -1.11554 0.64759 -0.16 0.14 -0.14
H -3.11997 1.74266 -0.13443 -0.10 -0.07 0.00
P 2.47251 0.00666 -1.51279 1.46 -0.53 -0.15
C 3.34603 1.51323 -1.11627 -0.05 0.58 0.12
C 3.10166 -1.27014 -0.36435 -0.16 -0.19 0.26
H 2.59552 -1.47976 -3.45441 0.11 -0.05 0.21
H 4.14783 -0.67405 -3.15337 -0.20 0.09 -0.06
H 2.75693 0.17921 -3.92694 0.25 0.09 0.17
C 3.06026 -0.53423 -3.15251 -0.04 -0.03 -0.30
H 2.65186 -2.25162 -0.55468 0.05 0.11 -0.18
H 4.18980 -1.38443 -0.42913 -0.18 0.14 -0.08
H 4.43215 1.38663 -1.15065 -0.17 -0.05 -0.02
H 3.04456 1.84780 -0.12107 0.11 -0.06 0.02
H 2.80689 -1.02106 0.65959 0.15 0.15 -0.16
H 3.04044 2.29098 -1.81966 0.16 0.00 -0.03
C -0.03825 1.90528 -1.11842 -0.08 4.72 1.64
O -0.06066 3.00150 -0.73020 0.10 -4.75 -1.71
C -0.04391 -0.36980 0.57846 0.29 0.07 1.07
C 0.01230 -0.29510 1.82892 -0.37 -0.35 -2.69
C -0.00423 -0.23297 3.22260 0.05 0.01 1.39
C -1.07741 0.38907 3.89505 -0.15 0.21 -0.33
C -1.03903 0.55010 5.27205 0.04 -0.06 0.09
C 0.04394 0.07143 6.01823 -0.02 -0.06 -0.64
C 1.08625 -0.58985 5.36062 -0.01 -0.07 0.08
C 1.05985 -0.76141 3.98437 0.29 0.04 -0.35
H -1.92912 0.75747 3.30215 0.48 -0.12 0.43
H -1.85252 1.06164 5.77526 0.05 -0.10 -0.07
H 0.07312 0.20595 7.09496 -0.01 0.00 -0.17
H 1.93106 -0.96735 5.93067 -0.17 0.01 -0.10
H 1.87054 -1.29257 3.46125 -0.40 0.34 0.40
```
Positions in Å, forces in eV/Å.

## Properties
energy relative to the best compared isomer or geometry (same formula, charge and spin)	0.00	kcal per mole
total charge	+2

natural (NBO) population analysis, charges in e, atoms 1 to 2:
1. I 0.055
2. I 0.036

Repeat the third record exactly.
This record from the Open Molecules 2025 dataset describes a cluster of 2 separate species, C15H23FO4S in total. The level of theory is the ωB97M-V functional and the def2-TZVPD basis.

Structure (XYZ):
```
44
Properties=species:S:1:pos:R:3:forces:R:3
C -4.00569 0.94985 -0.17049 -0.09 0.01 -0.03
O -3.09846 1.99513 -0.43859 0.03 0.06 0.13
C -1.86332 1.57811 -0.98768 0.04 0.06 -0.07
C -1.09803 0.65861 -0.06569 0.01 -0.27 -0.17
C -0.99342 -0.67690 -0.20264 -0.03 0.42 -0.05
C -1.65156 -1.45208 -1.32028 -0.06 -0.09 -0.02
C -0.89937 -2.65915 -1.88144 0.04 0.08 0.29
F -1.31660 -2.83320 -3.21023 0.11 0.06 0.12
C -0.26575 -1.44842 0.84659 -0.06 -0.33 0.00
O -0.21031 -2.66549 0.78044 -0.06 0.30 -0.08
C 0.36679 -0.75233 1.99844 0.04 0.21 0.27
C 1.04278 -1.65428 2.99099 -0.13 0.08 -0.17
C 0.30320 0.58520 2.11081 -0.01 -0.18 -0.18
C 0.94046 1.38193 3.21390 -0.10 -0.08 0.21
C 2.47289 1.36627 3.18116 0.07 0.24 -0.15
C 3.03042 2.33594 2.11614 0.16 -0.27 0.10
S 3.98756 1.54370 0.77610 -0.07 0.03 -0.20
C -0.41673 1.36535 1.06388 0.07 0.25 -0.09
O -0.42741 2.58157 1.10175 0.02 -0.31 0.00
H -4.17187 0.32309 -1.05419 0.03 -0.03 -0.01
H -4.95366 1.40985 0.10577 0.07 0.03 -0.01
H -3.67373 0.32242 0.66469 0.02 -0.05 -0.06
H -1.27778 2.48712 -1.11478 -0.08 -0.01 -0.03
H -2.01864 1.13185 -1.97396 -0.01 -0.06 0.06
H -2.64463 -1.76717 -0.98174 0.06 -0.06 -0.02
H -1.82548 -0.78865 -2.16800 0.03 0.00 0.09
H 0.18163 -2.50867 -1.87971 -0.03 0.07 -0.14
H -1.10846 -3.57225 -1.33154 -0.07 -0.02 -0.14
H 1.17622 -1.15499 3.94898 0.08 -0.06 -0.04
H 0.45335 -2.56080 3.12001 0.01 0.03 0.06
H 2.01141 -1.97578 2.60116 0.04 0.02 0.09
H 0.56692 1.02434 4.17928 0.11 -0.09 -0.06
H 0.61096 2.41618 3.12216 -0.07 -0.04 0.05
H 2.85413 0.36427 2.98950 -0.09 -0.07 0.13
H 2.84744 1.66213 4.16306 -0.01 0.00 -0.03
H 3.70114 3.05492 2.58194 -0.12 0.10 -0.02
H 2.21346 2.86553 1.62994 0.04 0.11 0.04
H 4.03382 0.30840 1.27900 0.02 -0.06 0.09
C 1.17055 -0.91985 -5.46815 -0.09 -0.09 0.06
O -0.08191 -0.30521 -5.19610 0.13 0.01 0.06
H 1.62908 -0.39842 -6.30453 -0.05 0.07 0.00
H 1.84143 -0.85782 -4.60642 0.05 0.00 -0.03
H 1.04200 -1.96982 -5.74467 0.05 -0.01 -0.01
H -0.47482 -0.79049 -4.46485 -0.15 -0.07 -0.06
```
Positions in Å, forces in eV/Å.

## Properties
energy	-37669.062	eV
SMILES	COCC1=C(CCF)C(=O)C(C)=C(CCCS)C1=O.CO

natural (NBO) population analysis, charges in e, atoms 1 to 2:
1. C -0.255
2. O -0.520